w:
28
Properties=species:S:1:pos:R:3 method="wB97M-V/def2-TZVPD" lumo_ev=0.13 e_homo_ha=-0.31531 homo_lumo_gap_ev=8.714
Br -2.379 -1.923 -1.312
C -1.289 -0.554 -0.399
C -1.200 0.658 -1.283
Br -0.251 2.094 -0.263
H -0.274 -0.879 -0.170
H -1.877 -0.347 0.495
H -2.140 1.159 -1.514
H -0.572 0.557 -2.168
C 2.391 0.853 -3.284
Cl 3.151 -0.370 -4.306
Cl 1.021 0.096 -2.531
Cl 1.850 2.229 -4.096
H 3.149 1.217 -2.590
C -0.816 -0.224 2.443
Cl -0.177 -1.511 1.469
Cl 0.233 0.026 3.900
Cl -2.425 -0.609 3.140
H -0.891 0.709 1.883
C -0.076 -3.443 0.155
Cl 0.622 -3.443 1.812
Cl -1.800 -3.978 0.104
Cl 0.870 -4.511 -0.803
H 0.150 -2.437 -0.197
C 0.525 2.795 1.843
Cl -0.769 3.967 1.337
Cl 0.394 2.458 3.580
Cl 2.210 3.476 1.567
H 0.370 1.936 1.190

x:
28
Properties=species:S:1:pos:R:3 method="wB97M-V/def2-TZVPD" smiles=ClC(Cl)Cl.ClC(Cl)Cl.ClC(Cl)Cl.ClC(Cl)Cl.BrCCBr lumo_ev=0.48 e_homo_ha=-0.37824 homo_lumo_gap_ev=10.768
Cl -0.825 3.768 -3.570
C -1.878 2.481 -3.033
Cl -1.293 1.735 -1.560
Cl -2.073 1.254 -4.297
H -2.862 2.885 -2.840
Cl -1.524 -3.929 3.061
C -1.354 -4.935 4.493
Cl -1.495 -3.971 5.968
Cl 0.135 -5.845 4.446
H -2.206 -5.602 4.512
Cl -0.445 -2.111 -1.874
C 0.718 -1.394 -2.991
Cl 0.100 -1.347 -4.621
Cl 2.250 -2.297 -2.933
H 0.958 -0.401 -2.628
Cl 2.230 2.606 -0.593
C 2.458 4.347 -0.785
Cl 1.033 5.210 -0.190
Cl 2.733 4.762 -2.474
H 3.323 4.627 -0.200
Br 1.935 -0.839 0.385
C 0.699 0.058 1.582
C -0.689 -0.507 1.453
Br -1.938 0.564 2.450
H 0.715 1.122 1.362
H 1.072 -0.120 2.585
H -0.746 -1.513 1.864
H -1.030 -0.610 0.427

Here is how they stack up, most stable first: x, w.

w:
9
Properties=species:S:1:pos:R:3 method="wB97M-V/def2-TZVPD" smiles="[H]/N=P/N.C#N" lumo_ev=0.53 e_homo_ha=-0.32839 homo_lumo_gap_ev=9.470
H 0.782 -0.880 -2.032
N 0.794 -0.541 -1.038
P 1.254 0.807 -0.563
N 1.411 0.460 1.191
H 0.648 0.176 1.895
H 1.714 1.276 1.681
C -2.002 -0.514 -0.400
N -1.750 0.573 -0.416
H -2.850 -1.358 -0.318

x:
9
Properties=species:S:1:pos:R:3 method="wB97M-V/def2-TZVPD" lumo_ev="-1.29 / -1.29" e_homo_ha="-0.33153 / -0.33156" homo_lumo_gap_ev="7.729 / 7.730"
C 0.263 -0.907 -0.204
N -1.244 -0.847 -0.341
N -1.848 0.211 -0.228
N -1.315 1.336 0.041
P 1.115 0.716 -0.353
H 0.522 -1.270 0.828
H 0.686 -1.580 -1.006
H -1.978 1.983 0.002
H 1.140 0.823 1.097

Here is how they stack up, most stable first: w, x.

w:
19
Properties=species:S:1:pos:R:3 method="wB97M-V/def2-TZVPD" spin_multiplicity=2 s2=0.753 total_charge=-1 lumo_ev="4.10 / 3.84" e_homo_ha="0.02376 / -0.14116" homo_lumo_gap_ev="3.454 / 7.685"
N -1.373 0.346 -1.008
C -1.975 -0.740 -0.249
C -1.225 -0.833 1.144
C 0.160 -0.362 0.801
C 0.026 0.429 -0.566
C 0.972 -0.237 -1.628
O 2.179 -0.330 -1.487
H -1.688 1.223 -0.786
H -3.025 -0.368 -0.236
H -1.838 -1.675 -0.672
H -1.198 -1.750 1.648
H -1.745 -0.149 1.691
H 0.812 -1.211 0.672
H 0.600 0.302 1.578
H 0.361 1.507 -0.457
H 0.483 -0.546 -2.598
H 3.106 1.719 0.012
H 2.374 0.974 1.183
O 2.996 1.701 0.959

x:
19
Properties=species:S:1:pos:R:3 method="wB97M-V/def2-TZVPD" spin_multiplicity=2 s2=0.750 total_charge=-1 lumo_ev="3.64 / 3.56" e_homo_ha="0.04179 / -0.21920" homo_lumo_gap_ev="2.501 / 9.526"
C 0.547 0.292 -0.448
C 1.374 0.550 0.800
C 2.170 -0.676 1.113
O 1.865 -0.995 2.513
C -0.767 -0.424 0.012
N -2.049 0.026 -0.468
C -2.270 0.660 -1.861
O -0.781 -1.210 0.865
H 1.152 -0.380 -1.103
H 0.287 1.305 -0.910
H 0.558 0.638 1.718
H 1.882 1.501 0.649
H 3.276 -0.716 1.002
H 1.749 -1.392 0.367
H 0.855 -1.201 2.442
H -2.796 -0.424 -0.060
H -3.102 1.286 -1.926
H -1.428 1.342 -2.148
H -2.522 -0.183 -2.556

Here is how they stack up, most stable first: w, x.